[1]
This record from the Open Molecules 2025 dataset describes the molecule C2H2ClF2NO. The level of theory is ωB97M-V with the def2-TZVPD basis set.

```
9
Properties=species:S:1:pos:R:3:forces:R:3:nbo_charge:R:1
C 1.362796 0.520381 0.012934 1.8 -6.4 -5.4 0.08
C -1.079256 -0.120499 0.103514 0.8 0.2 -1.4 0.78
N 0.294119 -0.422934 -0.135632 -0.8 -0.1 0.5 -0.67
O 1.395651 1.563931 0.630726 -0.2 5.1 3.6 -0.18
F -1.213900 0.626478 1.196114 0.1 -0.2 0.2 -0.30
F -1.707526 0.643712 -0.899633 0.7 -0.8 0.8 -0.35
Cl -1.945532 -1.669891 0.189280 -0.1 0.4 0.1 -0.02
H 2.413272 0.052856 -0.307572 -2.0 1.0 1.0 0.24
H 0.480378 -1.194030 -0.789730 -0.3 0.9 0.6 0.43
```
Positions in Å, forces in eV/Å.

* relative energy (zero: lowest compared OMol25 entry of this formula, charge and spin): 0.0 kcal per mole
* electronic energy: -23596.6903 eV
* spin multiplicity: 3
* <S²>: 2.006
* Kohn-Sham gap (alpha / beta): 0.2500 / 0.2943 Eh
* HOMO energy (alpha / beta): -6.125 / -11.260 eV
* total charge: 0

---

[2]
This record from the Open Molecules 2025 dataset describes a 2-piece molecular cluster, C2H2ClFO2 overall. The level of theory is ωB97M-V with the def2-TZVPD basis set.

```
8
Properties=species:S:1:pos:R:3:forces:R:3:nbo_charge:R:1
C 1.275898 0.341623 -0.121099 -3.5 2.2 1.3 0.35
C -0.700159 -0.454955 0.095804 4.7 -0.2 -0.1 0.51
O 1.498922 1.517610 0.045052 -0.5 -2.3 -0.6 -0.53
O -1.549475 0.152853 -0.661442 -1.2 3.4 1.0 -0.64
F -0.818855 -0.353666 1.444106 -0.5 -0.1 -0.8 -0.33
Cl 2.472497 -0.846303 -0.219236 1.0 -1.0 -0.2 0.00
H -0.652171 -1.392345 -0.357630 0.9 -2.3 0.6 0.15
H -1.526657 1.035185 -0.225556 -0.9 0.3 -1.1 0.49
```
Positions in Å, forces in eV/Å.

* relative energy (zero: lowest compared OMol25 entry of this formula, charge and spin): 55.8 kcal per mole
* electronic energy: -21438.9389 eV
* spin multiplicity: 1
* Kohn-Sham gap: 0.3587 Eh
* HOMO energy: -9.231 eV
* total charge: 0

---

[3]
This record from the Open Molecules 2025 dataset describes the molecule C2H2ClFO2. The level of theory is ωB97M-V with the def2-TZVPD basis set.

```
8
Properties=species:S:1:pos:R:3:forces:R:3:nbo_charge:R:1
O -1.217382 0.531961 0.541749 -0.1 0.5 -0.3 -0.58
C -0.689118 -0.536517 0.498867 0.5 0.9 -0.2 0.64
O 0.320146 -0.880124 -0.336499 1.3 0.0 -0.8 -0.56
C 1.024740 0.161169 -1.276102 -1.3 -2.8 2.1 0.44
F 1.838502 0.843310 -0.453830 -1.2 0.5 -0.9 -0.30
Cl 2.060443 -0.723540 -2.404374 -0.8 0.2 0.4 0.00
H -0.981855 -1.307073 1.227009 0.5 -0.5 -0.6 0.14
H 0.109290 0.531660 -1.766143 1.1 1.2 0.2 0.21
```
Positions in Å, forces in eV/Å.

* relative energy (zero: lowest compared OMol25 entry of this formula, charge and spin): 22.4 kcal per mole
* electronic energy: -21440.3852 eV
* spin multiplicity: 1
* SMILES: O=CO[C@@H](F)Cl
* Kohn-Sham gap: 0.4345 Eh
* HOMO energy: -10.999 eV
* total charge: 0

---

[4]
This record from the Open Molecules 2025 dataset describes the molecule C2H2ClFOS. The level of theory is ωB97M-V with the def2-TZVPD basis set.

```
8
Properties=species:S:1:pos:R:3:forces:R:3:nbo_charge:R:1
O -0.509686 1.122237 1.137950 0.6 1.0 0.0 -0.49
C -0.327709 0.291227 0.313264 -1.2 -0.6 0.6 0.41
S -1.691456 -0.836223 -0.077905 -0.5 0.3 -0.5 -0.08
C 1.016069 -0.049905 -0.344868 -1.8 1.5 -0.1 0.07
F 1.776141 1.064420 -0.323621 0.6 -0.1 0.2 -0.31
Cl 1.596109 -1.378579 0.539313 1.1 -1.2 0.7 0.04
H -2.671617 0.115946 0.108253 0.8 -0.6 0.1 0.17
H 0.812152 -0.329121 -1.352389 0.2 -0.3 -0.9 0.19
```
Positions in Å, forces in eV/Å.

* relative energy (zero: lowest compared OMol25 entry of this formula, charge and spin): 4.7 kcal per mole
* electronic energy: -30228.3968 eV
* spin multiplicity: 1
* SMILES: O=C(S)[C@@H](F)Cl
* Kohn-Sham gap: 0.3881 Eh
* HOMO energy: -10.202 eV
* total charge: 0

---

[5]
This record from the Open Molecules 2025 dataset describes C2H2ClIO2S as an isolated structure. The level of theory is ωB97M-V with the def2-TZVPD basis set.

```
9
Properties=species:S:1:pos:R:3:forces:R:3:nbo_charge:R:1
C -1.195770 -0.848253 -0.235642 -6.0 -1.0 -1.0 -0.41
C 0.111801 -0.597093 -0.032533 6.2 2.1 2.0 -0.52
O 1.734285 0.882722 1.265887 3.6 0.2 1.9 -0.90
O -0.431391 1.886429 0.848169 0.3 -0.5 -0.8 -0.88
S 0.642540 1.025002 0.437782 -3.9 -1.0 -1.5 2.11
Cl 1.185025 1.493572 -1.470091 0.4 0.9 -0.3 -0.24
I 1.660319 -1.908323 -0.129514 -0.8 0.0 0.1 0.43
H -1.661583 -1.684436 -0.607918 0.2 -2.5 -1.3 0.20
H -2.045222 -0.249624 -0.076139 -0.2 1.7 1.0 0.22
```
Positions in Å, forces in eV/Å.

* relative energy (zero: lowest compared OMol25 entry of this formula, charge and spin): 33.7 kcal per mole
* electronic energy: -37653.9082 eV
* spin multiplicity: 3
* <S²>: 2.008
* Kohn-Sham gap (alpha / beta): 0.2456 / 0.2579 Eh
* HOMO energy (alpha / beta): -6.805 / -10.665 eV
* total charge: 0

---

[6]
This record from the Open Molecules 2025 dataset describes the molecule C2H2ClN3. The level of theory is ωB97M-V with the def2-TZVPD basis set.

```
8
Properties=species:S:1:pos:R:3:forces:R:3:nbo_charge:R:1
N 0.018694 3.485530 0.009577 -0.2 -1.2 0.0 -0.23
C -0.386217 2.402437 -0.010651 0.3 2.1 -0.2 0.22
C -0.949668 1.094938 -0.033313 -1.4 -0.9 1.3 0.30
N -0.036804 0.054901 0.050576 -1.0 0.0 0.3 -0.79
N -2.269730 1.078451 0.046946 2.4 0.7 -0.9 -0.42
Cl -2.983387 -0.446875 -0.022460 0.1 -0.6 0.2 0.11
H 0.882576 0.245101 0.471551 -0.9 0.1 -0.4 0.41
H -0.533200 -0.741109 0.452215 0.6 -0.2 -0.3 0.40
```
Positions in Å, forces in eV/Å.

* relative energy (zero: lowest compared OMol25 entry of this formula, charge and spin): 29.0 kcal per mole
* electronic energy: -19097.4533 eV
* spin multiplicity: 1
* SMILES: N#C/C(N)=N/Cl
* Kohn-Sham gap: 0.3672 Eh
* HOMO energy: -10.069 eV
* total charge: 0

---

Record order is preserved below.
Max |F|: 8.6, 4.7, 3.8, 2.4, 6.9, 2.7 eV/Å